Entry from the Open Molecules 2025 dataset: a cluster of 3 separate species, C19H27BBrF5N5O3 in total (the ωB97M-V functional and the def2-TZVPD basis).

```
61
Properties=species:S:1:pos:R:3:forces:R:3
C -6.56559 0.03021 0.82560 0.734 0.418 -0.818
B -5.29692 0.23496 1.79686 -1.225 1.468 0.817
O -5.40078 1.06906 2.92564 0.961 -0.433 -1.983
C -3.94254 -0.57894 1.47384 -1.232 -2.310 0.728
C -4.01784 -2.01656 1.53841 2.286 3.977 -0.933
N -2.68889 -2.43026 1.16910 -1.287 1.928 0.697
C -2.28341 -3.85909 1.10187 1.272 -1.917 -0.137
N -2.26945 -4.43986 -0.24998 0.077 1.313 1.160
C -1.94566 -1.31396 0.92075 1.252 -0.504 -0.320
Br -0.12223 -1.51231 0.34691 -1.507 0.144 0.366
N -2.63079 -0.12653 1.09556 -2.009 -3.962 1.112
C -2.32051 1.27940 0.93720 0.714 3.319 -0.912
F -2.68680 2.02308 2.06201 0.156 -1.930 -1.236
F -3.16576 1.75616 -0.08532 0.694 -1.058 1.412
C -0.88483 1.69173 0.57222 3.635 0.779 -1.257
C 0.27053 1.58285 1.50328 -0.421 0.296 -1.197
C 1.63121 1.98304 1.15383 -1.461 0.254 -1.513
C 1.91893 2.55816 -0.16611 -2.726 -0.841 0.826
C 0.78436 2.71210 -1.09703 0.336 -1.062 1.526
C 1.09239 3.37030 -2.48769 -0.957 1.056 1.954
F 1.47584 2.47149 -3.44059 -0.470 1.635 1.016
F -0.04390 4.07039 -2.87153 1.595 -1.261 -0.333
F 2.05854 4.34702 -2.27238 -0.942 -1.734 -1.048
C -0.58082 2.27462 -0.75554 1.315 -0.075 1.031
H -7.27271 -0.77209 1.17492 0.719 0.671 -0.376
H -7.15664 0.98593 0.69621 0.536 -1.024 0.362
H -6.14287 -0.20975 -0.19896 -0.844 -0.048 1.008
H -5.83928 1.90870 2.68555 -0.249 -0.704 0.492
H -4.89850 -2.64380 1.79773 1.207 0.374 -0.348
H -2.94280 -4.50429 1.74842 0.296 1.296 -0.512
H -1.24075 -3.97752 1.51883 -1.166 0.401 -0.340
H -1.41107 -4.10599 -0.69577 -0.624 -0.205 -0.343
H -3.10579 -4.10931 -0.73741 0.490 -0.348 -0.238
H 0.11399 1.15174 2.52386 0.226 0.512 -0.992
H 2.44874 1.84060 1.90741 -1.082 0.193 -0.802
H 2.95456 2.87834 -0.42537 -1.129 -0.272 0.142
H -1.36659 2.43885 -1.53394 0.745 -0.249 0.972
C 2.28891 0.17456 4.89812 0.082 -0.204 0.165
O 1.78311 0.93887 4.09335 -0.093 -0.242 -0.085
N 2.06836 -1.15842 4.94724 0.138 0.383 0.099
C 2.70560 -2.01161 5.93393 -0.164 -0.118 -0.168
C 1.16547 -1.75253 3.98158 0.054 0.303 -0.033
H 2.98843 0.52685 5.67208 -0.017 -0.046 -0.009
H 3.30297 -2.76854 5.42113 0.036 -0.033 0.167
H 1.93630 -2.50138 6.53474 0.147 -0.054 0.080
H 3.35326 -1.43059 6.58946 -0.070 0.026 -0.091
H 1.53947 -1.55893 2.97362 -0.110 -0.069 -0.017
H 0.17843 -1.29287 4.08310 -0.042 -0.090 -0.109
H 1.08796 -2.82688 4.14384 0.071 0.082 0.066
C 4.07623 -0.67714 -7.05351 0.029 0.101 0.032
O 5.01897 -1.12853 -7.67009 0.000 0.170 0.120
N 4.07346 0.50145 -6.38002 -0.252 -0.366 -0.092
C 2.90746 0.97654 -5.66437 0.373 0.087 -0.105
C 5.27895 1.31027 -6.37824 0.080 -0.231 -0.170
H 3.11311 -1.21217 -6.99165 -0.058 0.057 0.047
H 2.60060 1.93929 -6.08023 -0.153 -0.004 0.163
H 3.16136 1.10013 -4.60938 -0.164 0.058 -0.002
H 2.08167 0.27017 -5.75259 0.095 -0.004 -0.053
H 5.54106 1.56824 -7.40611 0.122 0.052 0.099
H 6.09858 0.73408 -5.94417 0.064 0.135 -0.062
H 5.12490 2.22067 -5.80023 -0.085 -0.089 -0.027
```
Positions in Å, forces in eV/Å.

Values from the calculation:
Kohn-Sham gap: 6.9 eV
DFT total energy: -4337.653316 Eh
energy above the lowest of the compared OMol25 structures with the same formula, charge and spin: 0.0 kcal/mol
HOMO energy: -10.62 eV
charge: +1

Atomic partial charges in e from the Löwdin method, atoms 1 to 4: atom 1 (C): -0.013, atom 2 (B): -0.398, atom 3 (O): 0.117, atom 4 (C): -0.010



Entry from the Open Molecules 2025 dataset: a structure of composition C3H10N4 (the ωB97M-V functional and the def2-TZVPD basis).

```
17
Properties=species:S:1:pos:R:3:forces:R:3
C -1.09298 -1.55700 0.72305 2.148 1.191 -0.448
C 2.00687 0.25136 0.49513 -0.036 -0.661 0.654
N -0.70460 0.65592 0.33492 1.221 -1.080 -0.094
N -1.62481 -0.35632 0.23396 -1.300 0.340 -0.081
C 0.83797 -0.05865 -0.38666 -0.613 2.577 -0.574
N -1.18353 1.78228 -0.36463 0.400 -0.400 -0.300
N 0.96687 -0.06538 -1.64414 -0.087 -0.752 0.412
H -2.04347 -0.43554 -0.69485 0.081 0.050 0.066
H -0.87114 1.76076 -1.33732 -0.073 0.044 0.113
H -0.79888 2.60780 0.07760 0.049 -0.098 -0.039
H 0.09461 -0.24364 -2.15073 -0.133 0.213 0.075
H -1.71778 -2.41246 0.48519 0.455 -0.114 -0.272
H -0.87266 -1.48703 1.78411 -0.180 -0.063 0.163
H 0.07838 -1.39567 0.23770 -1.733 -1.496 0.650
H 1.71347 0.18451 1.54084 -0.082 0.137 0.067
H 2.40511 1.24712 0.31033 -0.106 0.044 -0.148
H 2.80654 -0.47807 0.35550 -0.011 0.069 -0.243
```
Positions in Å, forces in eV/Å.

Values from the calculation:
Kohn-Sham gap: 8.7 eV
DFT total energy: -339.166913 Eh
energy above the lowest of the compared OMol25 structures with the same formula, charge and spin: 101.1 kcal/mol
HOMO energy: -8.01 eV

Atomic partial charges in e from the Löwdin method, atoms 1 to 4: atom 1 (C): -0.097, atom 2 (C): -0.074, atom 3 (N): -0.169, atom 4 (N): -0.161



Entry from the Open Molecules 2025 dataset: a cluster of 2 separate species, H4O2 in total (the ωB97M-V functional and the def2-TZVPD basis).

```
6
Properties=species:S:1:pos:R:3:forces:R:3
O 1.71336 -0.05739 -0.17021 -0.508 2.042 1.020
H 2.30873 0.18141 0.59611 -1.078 -0.334 -1.290
H 1.07519 0.72945 -0.24919 1.483 -1.691 0.264
O -1.67247 0.15631 -0.09639 -1.174 -1.244 0.373
H -1.02755 -0.53731 -0.20748 1.271 0.000 -0.283
H -2.39727 -0.47247 0.12716 0.006 1.228 -0.085
```
Positions in Å, forces in eV/Å.

Values from the calculation:
Kohn-Sham gap: 12.5 eV
DFT total energy: -152.863997 Eh
energy above the lowest of the compared OMol25 structures with the same formula, charge and spin: 6.9 kcal/mol
structure (SMILES): O.O
HOMO energy: -11.57 eV

Atomic partial charges in e from the Löwdin method, atoms 1 to 4: atom 1 (O): -0.118, atom 2 (H): 0.058, atom 3 (H): 0.067, atom 4 (O): -0.071



Entry from the Open Molecules 2025 dataset: an isolated molecule of C12H20N4O3 (the ωB97M-V functional and the def2-TZVPD basis).

```
39
Properties=species:S:1:pos:R:3:forces:R:3
C 2.51013 -1.41976 0.68142 1.576 -1.516 -1.335
C 1.89440 -0.08324 -0.06429 2.050 -1.780 4.310
C 0.98235 -0.47522 -1.15872 2.436 -2.560 -1.999
C 1.44629 -1.65310 -2.14104 3.391 -1.150 3.513
C 0.72395 0.69190 -2.00259 -3.086 -0.247 -2.441
N 1.87613 1.32195 -2.74756 -3.196 1.638 1.485
C -0.19780 1.45807 -1.05044 1.388 4.692 0.196
O 0.18917 2.50223 -0.46382 0.329 -1.011 -0.462
N -1.46716 1.10248 -0.87584 -0.087 -3.110 -0.793
C -2.25166 1.29531 0.28872 -2.350 2.878 1.249
C -1.59290 1.09409 1.61106 3.726 -2.722 -2.027
C -1.31755 -0.49289 1.70597 0.090 4.801 0.060
C -0.71592 -0.99529 2.80697 -0.232 0.941 0.248
N -0.66834 -2.31934 2.55422 1.219 -1.590 2.037
C -1.12650 -2.50320 1.29756 -1.505 -2.244 0.421
N -1.60050 -1.37014 0.72366 1.003 -2.431 1.335
C -2.95976 2.72697 0.16667 0.555 -1.488 -0.252
O -4.13167 2.81227 0.36539 -0.547 0.504 0.072
O -2.17570 3.73242 -0.26909 2.271 -1.222 2.139
H 3.68937 -1.32800 1.08927 -3.568 0.188 -0.594
H 2.69390 -2.26895 -0.19047 -0.535 2.256 2.409
H 1.77649 -1.88402 1.41261 1.215 0.599 -0.606
H 1.37655 0.63045 0.71421 1.083 -1.484 -1.473
H 2.88575 0.32558 -0.27862 -0.581 0.756 -0.939
H 0.05778 -0.82355 -0.78077 -0.777 -0.321 0.662
H 0.78539 -1.82252 -2.93440 -1.027 0.001 -1.135
H 2.51421 -1.45052 -2.51951 -1.681 -0.181 0.294
H 1.57141 -2.67493 -1.52237 -0.624 2.206 -1.573
H 0.00546 0.18982 -2.73900 0.775 1.370 0.222
H 2.49706 1.51534 -1.93121 -0.250 0.839 -1.286
H 1.36157 2.24798 -3.14246 2.321 -2.396 1.404
H -1.60538 0.12815 -1.08251 -0.145 -0.377 -0.927
H -3.00109 0.51787 0.38649 -0.735 0.349 -1.252
H -0.58865 1.59226 1.44617 -1.014 -0.262 1.470
H -2.17612 1.29005 2.45973 -0.655 1.097 0.963
H -0.30061 -0.39158 3.60853 -0.138 -0.759 0.116
H -0.45595 -3.07219 3.29529 -0.344 1.629 -2.141
H -1.31478 -3.60279 1.18715 0.015 1.358 -1.402
H -1.18931 3.45604 0.09364 -2.365 0.750 -1.968
```
Positions in Å, forces in eV/Å.

Values from the calculation:
Kohn-Sham gap: 9.6 eV
DFT total energy: -913.885423 Eh
energy above the lowest of the compared OMol25 structures with the same formula, charge and spin: 120.1 kcal/mol
structure (SMILES): CC[C@H](C)[C@H](N)C(=O)N[C@@H](Cc1c[nH]cn1)C(=O)O
HOMO energy: -9.29 eV

Atomic partial charges in e from the Löwdin method, atoms 1 to 4: atom 1 (C): -0.099, atom 2 (C): -0.193, atom 3 (C): -0.409, atom 4 (C): -0.042



Entry from the Open Molecules 2025 dataset: a structure of composition C3H4O5Rb (the ωB97M-V functional and the def2-TZVPD basis).

```
13
Properties=species:S:1:pos:R:3:forces:R:3
C -0.72459 -1.62879 5.77279 -0.775 -1.195 1.442
C 0.33292 -1.58104 6.71938 0.015 -0.318 1.295
O 0.73860 -2.58320 7.37600 -0.146 0.506 -0.611
O -1.56536 -0.65890 5.66034 -1.748 1.450 1.857
H -1.11560 -2.63767 5.55481 0.480 0.110 -0.543
H 0.63609 -0.57002 7.04888 0.120 -0.106 -0.265
H -2.29932 -0.35315 6.82198 0.629 -0.175 -0.381
O -4.95601 -0.42574 9.04389 -1.053 0.759 0.457
C -3.64693 -0.66294 8.93756 1.480 -1.049 -1.053
O -3.13725 -1.57327 9.60447 0.256 -0.249 0.590
O -3.06362 0.05561 8.06552 0.855 -0.101 -1.939
Rb -0.45312 -3.62584 10.19764 -0.260 0.591 -0.656
H -5.27314 -0.80225 9.87516 0.147 -0.225 -0.192
```
Positions in Å, forces in eV/Å.

Values from the calculation:
Kohn-Sham gap (alpha / beta): 6.0 / 7.9 eV
spin multiplicity: 2
DFT total energy: -516.942157 Eh
energy above the lowest of the compared OMol25 structures with the same formula, charge and spin: 16.7 kcal/mol
HOMO energy (alpha / beta): -7.15 / -8.99 eV

Atomic partial charges in e from the Löwdin method, atoms 1 to 4: atom 1 (C): -0.251, atom 2 (C): -0.290, atom 3 (O): -0.151, atom 4 (O): -0.109



Entry from the Open Molecules 2025 dataset: a structure of composition C2H8N5 (the ωB97M-V functional and the def2-TZVPD basis).

```
15
Properties=species:S:1:pos:R:3:forces:R:3
C -0.14186 -0.50041 1.55630 1.116 -2.207 -0.784
C 0.57711 0.80142 1.43934 0.296 0.765 1.246
N -0.34509 -1.22520 2.68274 -0.280 1.434 0.208
N -0.89917 -2.31385 2.32697 -0.470 -2.658 1.519
N -0.50277 -1.27096 0.52791 0.628 1.429 -0.193
N -0.98842 -2.37141 1.03944 0.596 1.424 -0.095
N -0.26096 0.16454 -1.45917 -0.228 -0.534 -2.041
H 1.33187 0.92605 0.55745 -1.513 -0.347 1.802
H 1.08984 0.98744 2.46432 -0.652 -0.287 -1.952
H -0.29038 1.49801 1.42636 0.989 0.396 -0.361
H -0.35011 -0.51569 -0.60786 -1.115 -0.250 0.197
H -1.12401 -3.15952 0.43167 -0.511 -0.596 0.462
H 0.32170 -0.42528 -2.03520 1.305 0.462 -0.353
H 0.09467 1.06675 -1.22627 0.631 0.652 -0.157
H -1.05088 0.24613 -2.08934 -0.793 0.317 0.502
```
Positions in Å, forces in eV/Å.

Values from the calculation:
Kohn-Sham gap: 11.3 eV
DFT total energy: -354.472266 Eh
energy above the lowest of the compared OMol25 structures with the same formula, charge and spin: 53.0 kcal/mol
HOMO energy: -14.89 eV
charge: +1

Atomic partial charges in e from the Löwdin method, atoms 1 to 4: atom 1 (C): -0.358, atom 2 (C): -0.025, atom 3 (N): 0.103, atom 4 (N): 0.045



Q: Which value of DFT total energy does entry 4 give?
A: -913.885423 Eh



Q: What is the energy above the lowest of the compared OMol25 structures with the same formula, charge and spin in the third record?
A: 6.9 kcal/mol



Q: Which of these has the lowest DFT total energy?
A: C19H27BBrF5N5O3



Q: Among the records above, which one has the lowest DFT total energy?
A: C19H27BBrF5N5O3